Density functional theory data (ωB97M-V/def2-TZVPD) for 2 unconnected molecules or ions with the total composition C4H13N3O at a distorted geometry.

Computed properties:
SMILES = [H]/N=C(\N)OC.CCN
strongest force on any atom = 3.512 eV/Å
E_tot = -399.6504 a.u.

ORCA input file:
```
! RIJCOSX wB97M-V def2-TZVPD def2/J DEFGRID3
* xyz 0 1
O -0.28 0.45 -1.58
N -1.74 -1.53 0.72
N 0.27 -1.65 -1.09
N 1.97 -0.01 -1.09
C -0.05 1.84 -1.42
C 0.66 -0.43 -1.22
C 0.09 0.11 1.77
C -1.55 -0.26 1.26
H -1.01 2.31 -1.60
H 0.83 0.45 1.05
H 2.22 0.92 -1.38
H 0.48 -0.79 2.25
H -0.03 0.91 2.51
H 0.28 2.06 -0.40
H -1.80 0.51 0.53
H -1.63 -2.24 1.44
H -2.13 -0.11 2.18
H 0.67 2.22 -2.15
H 1.01 -2.32 -0.97
H -0.91 -1.75 -0.07
H 2.63 -0.70 -0.77
*
```

Density functional theory data (ωB97M-V/def2-TZVPD) for 2 unconnected molecules or ions with the total composition C4H13N3O at a distorted geometry.

Computed properties:
SMILES = CNN=O.CCNC
strongest force on any atom = 3.347 eV/Å
E_tot = -399.5536 a.u.

ORCA input file:
```
! RIJCOSX wB97M-V def2-TZVPD def2/J DEFGRID3
* xyz 0 1
O 0.27 -0.61 -1.53
N 0.66 0.51 -1.03
N -0.05 1.58 -1.43
N 0.25 0.29 0.92
C -1.34 1.52 -2.08
C 1.37 -1.96 0.71
C -1.13 -0.16 1.07
C 1.29 -0.71 1.52
H 0.98 -0.90 2.56
H -1.33 -0.88 0.28
H -1.39 2.28 -2.87
H -2.13 1.73 -1.36
H 1.10 -1.65 -0.41
H 0.39 1.20 1.34
H 0.57 -2.65 0.96
H 0.51 2.42 -1.49
H -1.30 -0.62 2.05
H 2.23 -0.16 1.50
H 2.35 -2.44 0.82
H -1.81 0.68 0.97
H -1.49 0.53 -2.50
*
```

Density functional theory data (ωB97M-V/def2-TZVPD) for 2 unconnected molecules or ions with the total composition C4H13N3O at a distorted geometry.

Computed properties:
strongest force on any atom = 3.312 eV/Å
E_tot = -399.3918 a.u.

ORCA input file:
```
! RIJCOSX wB97M-V def2-TZVPD def2/J DEFGRID3
* xyz 0 1
O -2.91 0.13 -0.22
N -1.00 -1.12 1.19
N 0.75 -0.79 -0.91
N 2.33 0.48 0.24
C -0.35 1.21 0.14
C 2.23 -0.37 -0.84
C -0.18 0.36 -1.07
C -0.28 0.17 1.34
H 0.58 -1.37 0.03
H -1.12 -0.09 -1.33
H -1.87 -0.80 0.71
H 0.42 1.92 0.34
H 2.53 -1.46 -0.74
H -1.31 1.68 0.04
H -3.89 -0.06 -0.27
H 2.58 -0.04 -1.82
H 3.11 1.12 -0.02
H -1.26 -1.58 2.08
H 0.76 -0.15 1.39
H 0.27 0.83 -1.94
H -0.56 0.75 2.21
*
```